Version a
14
Properties=species:S:1:pos:R:3:mulliken_charge:R:1 method="wB97M-V/def2-TZVPD" orbital_gap_ha=0.398 charge=+1 lumo_energy_ev=-3.64 multiplicity=1
C -0.07 -1.82 -0.79 0.101
N -0.84 -2.86 -0.52 -0.296
O 0.04 -0.85 -0.04 -0.698
H 0.44 -1.85 -1.75 0.356
H -1.03 -3.63 -1.14 0.236
H -1.24 -2.97 0.40 0.247
N -0.74 1.88 -0.12 -0.230
C 0.34 2.25 0.56 0.092
N 1.34 1.48 0.92 -0.299
H -1.02 0.91 -0.10 0.294
H -1.35 2.68 -0.20 0.259
H 0.44 3.33 0.60 0.342
H 2.25 1.78 0.64 0.280
H 1.20 0.47 0.90 0.319

***

Version b
14
Properties=species:S:1:pos:R:3:mulliken_charge:R:1 method="wB97M-V/def2-TZVPD" orbital_gap_ha=0.400 charge=+1 smiles=NN[C@]1([NH3+])CO1 lumo_energy_ev=-3.18 multiplicity=1
N 1.73 -0.19 0.60 -0.588
N 0.81 -0.75 -0.39 -0.108
C -0.30 0.00 -0.33 0.646
N -0.90 -0.12 1.20 -0.330
C -1.07 0.59 -1.39 -0.490
O -0.22 1.35 -0.46 -0.448
H 2.50 -0.83 0.76 0.244
H 2.14 0.61 0.23 0.230
H 1.02 -1.60 -0.99 0.246
H -0.03 -0.51 1.69 0.399
H -1.84 -0.59 1.28 0.347
H -0.90 0.85 1.37 0.309
H -0.75 0.53 -2.45 0.308
H -2.21 0.66 -1.11 0.234

***

Which structure is the least stable? The one labeled version b.

***

Version a
16
Properties=species:S:1:pos:R:3:mulliken_charge:R:1 method="wB97M-V/def2-TZVPD" orbital_gap_ha=0.311 charge=-1 lumo_energy_ev=3.24 multiplicity=1
I -0.87 -0.34 -0.11 -0.636
O 1.65 0.71 -2.46 -0.642
H 2.12 1.32 -1.89 0.322
H 1.18 0.12 -1.84 0.261
O -0.60 -1.89 3.26 -0.628
H 0.07 -1.45 3.79 0.294
H -0.78 -1.26 2.54 0.261
O 0.29 2.91 1.15 -0.636
H 0.69 2.37 1.84 0.319
H -0.24 2.27 0.64 0.278
O 2.40 -1.51 0.20 -0.643
H 1.60 -0.95 0.29 0.191
H 2.08 -2.28 -0.28 0.359
O -3.58 0.02 -2.46 -0.664
H -3.15 0.09 -1.60 0.234
H -2.85 -0.12 -3.07 0.330

***

Version b
16
Properties=species:S:1:pos:R:3:mulliken_charge:R:1 method="wB97M-V/def2-TZVPD" orbital_gap_ha=0.312 charge=-1 lumo_energy_ev=3.29 multiplicity=1
I 0.03 -1.03 1.18 -0.622
O -2.34 1.59 0.74 -0.618
H -2.45 1.21 -0.18 0.297
H -1.67 1.05 1.17 0.232
O -1.59 -1.77 -1.83 -0.610
H -1.85 -0.86 -1.72 0.315
H -1.02 -1.91 -1.05 0.240
O 0.81 0.19 -1.90 -0.564
H 0.46 1.06 -1.84 0.280
H 0.40 -0.25 -1.19 0.166
O 0.73 2.20 2.29 -0.605
H -0.15 2.58 2.50 0.319
H 0.42 1.31 2.14 0.203
O 3.14 -1.65 -0.19 -0.618
H 2.58 -1.45 0.56 0.260
H 2.51 -2.26 -0.69 0.325

***

Which structure is the least stable? The one labeled version b.

***

Version a
12
Properties=species:S:1:pos:R:3:mulliken_charge:R:1 method="wB97M-V/def2-TZVPD" orbital_gap_ha=0.302 smiles="C=N/N=C/C(=O)C=O" lumo_energy_ev=-1.47 multiplicity=1
C -2.62 -0.18 0.46 -0.278
N -1.77 -0.12 -0.55 -0.565
N -0.41 -0.05 -0.45 0.131
C 0.43 0.97 -0.73 -0.156
C 1.77 0.75 0.02 0.516
O 2.61 1.64 0.27 -0.489
C 1.91 -0.90 0.14 0.090
O 3.08 -1.58 -0.28 -0.440
H -2.29 -0.50 1.49 0.269
H -3.60 -0.44 0.08 0.285
H 0.01 2.00 -0.74 0.345
H 0.86 -1.60 0.29 0.292

***

Version b
12
Properties=species:S:1:pos:R:3:mulliken_charge:R:1 method="wB97M-V/def2-TZVPD" orbital_gap_ha=0.316 smiles="O=c1cc(O)[nH]cn1" lumo_energy_ev=-0.39 multiplicity=1
O -2.69 -1.00 -0.28 -0.557
C -1.71 -0.33 0.05 0.414
C -0.41 -1.17 0.18 -0.577
C 0.77 -0.47 -0.02 0.547
O 2.04 -0.73 -0.27 -0.600
N 0.75 0.94 0.03 -0.229
C -0.39 1.65 -0.03 0.022
N -1.60 1.14 0.04 -0.513
H -0.52 -2.21 0.41 0.343
H 2.29 -1.68 0.42 0.425
H 1.86 1.18 -0.23 0.325
H -0.39 2.68 -0.30 0.399

***

Which structure is the least stable? The one labeled version a.

***

Version a
11
Properties=species:S:1:pos:R:3:mulliken_charge:R:1 method="wB97M-V/def2-TZVPD" orbital_gap_ha=0.337 lumo_energy_ev=0.06 multiplicity=1
C 0.40 -0.32 1.94 -0.794
C -0.58 -0.41 -1.35 -0.037
H -0.58 0.14 2.30 0.263
H 0.50 -1.41 1.81 0.267
H 0.92 0.12 2.91 0.307
H -1.62 0.68 0.01 0.326
H 0.86 -0.28 -2.13 0.174
H -1.21 -1.90 -2.35 0.282
N -0.26 0.57 -0.48 -0.298
N -1.82 -1.20 -1.58 -0.543
S 1.05 0.72 0.52 0.055

***

Version b
11
Properties=species:S:1:pos:R:3:mulliken_charge:R:1 method="wB97M-V/def2-TZVPD" orbital_gap_ha="0.325 / 0.329" lumo_energy_ev="0.13 / -0.07" multiplicity=1
C -0.37 0.01 0.01 0.016
C 2.43 0.13 0.08 -0.701
N -1.52 -0.32 -0.46 -0.490
N -3.66 -0.31 0.23 -0.276
S 1.00 -1.04 0.01 -0.074
H -0.37 1.08 0.41 0.305
H 3.16 -0.38 -0.64 0.275
H 2.84 0.18 1.16 0.250
H 2.07 1.19 -0.32 0.260
H -1.75 -1.21 -0.82 0.265
H -3.82 0.66 0.36 0.171

***

Which structure is the least stable? The one labeled version a.